Entry 1:
{"formula": "C6H9LiO5Sc", "method": "ωB97M-V/def2-TZVPD", "species": ["O", "C", "C", "O", "Sc", "H", "H", "O", "C", "C", "O", "C", "C", "O", "Li", "H", "H", "H", "H", "H", "H", "H"], "xyz": [[2.4092, 0.8630, -0.6042], [2.6870, 0.0409, 0.3514], [2.5474, -1.3853, -0.1785], [1.3217, -1.5150, -0.7978], [0.6708, 0.2517, -1.4602], [2.8852, -0.0812, 1.4352], [3.4312, -1.6738, -0.7860], [-2.0001, -0.8399, 0.2754], [-1.4789, -0.1979, 1.4291], [-0.3943, 0.6935, 1.2120], [-0.4657, 1.4525, -0.0834], [-1.7866, 1.4179, -0.6172], [-2.0796, -0.0492, -0.9356], [-1.1293, -0.5231, -1.7977], [-0.4362, -2.0912, -0.7486], [-2.2973, 0.2159, 2.0308], [-0.2003, 1.4363, 1.9927], [-1.7774, 2.0011, -1.5467], [-2.4974, 1.8540, 0.0968], [-3.1052, -0.1706, -1.3263], [1.0522, 0.3230, 1.3313], [2.6435, -2.0224, 0.7275]], "atomic_forces_ev_per_a": [[-0.18, 1.77, 0.07], [-1.16, -3.62, -0.24], [1.96, -0.40, 2.48], [-1.55, 0.56, -1.51], [1.74, 0.23, 0.25], [0.73, 2.25, -0.44], [-0.61, 0.25, -0.25], [0.65, -0.14, 0.42], [-0.94, 1.00, -1.13], [2.65, 0.82, 0.98], [0.94, -0.81, 0.11], [-0.89, -0.14, 0.03], [-1.17, 0.50, 0.31], [0.79, -0.30, -0.20], [-0.37, -0.36, 0.21], [0.42, -0.83, 0.56], [-0.72, -0.13, -0.10], [-0.09, -0.07, 0.25], [0.16, -0.06, -0.21], [0.37, -0.06, 0.07], [-2.33, -0.31, -1.14], [-0.39, -0.15, -0.51]], "mulliken_charge": [-0.732, -0.425, -0.139, -0.656, 1.430, 0.526, 0.280, -0.364, -0.470, 0.073, -0.469, -0.550, 0.308, -0.893, 0.882, 0.344, 0.391, 0.297, 0.435, 0.441, 0.012, 0.281], "e_homo_ev": [-10.2, -12.1], "orbital_gap_ev": [5.690, 7.579], "largest_force_ev_per_a": 3.81, "lumo_ev": [-4.5, -4.5], "total_charge": 1}



Entry 2:
{"formula": "C6H9MgO2Tl", "method": "ωB97M-V/def2-TZVPD", "species": ["C", "H", "H", "C", "C", "C", "O", "Tl", "H", "H", "H", "H", "H", "O", "C", "C", "H", "H", "Mg"], "xyz": [[-1.9521, -0.3016, 0.5476], [-1.4733, -1.2755, 0.4304], [-1.2156, -0.0720, 1.3072], [1.2242, -1.7349, 0.6143], [2.2109, -0.7519, 0.7947], [2.7691, -0.0375, -0.2507], [2.2948, 1.1485, -0.6947], [4.3109, 2.7483, -1.0216], [0.7948, -1.8736, -0.3818], [0.8454, -2.2917, 1.4720], [2.3967, -0.3920, 1.8136], [3.6137, -0.4494, -0.8193], [-2.8050, 1.8784, 0.5338], [-1.2596, 1.6426, -0.8643], [-2.2631, 1.1504, -0.0858], [-3.0530, -0.0697, -0.4595], [-4.0891, -0.1484, -0.1199], [-2.8277, -0.4426, -1.4645], [0.4781, 1.2726, -1.3515]], "atomic_forces_ev_per_a": [[1.19, -0.62, 0.86], [0.83, 0.26, -2.19], [-2.07, 0.68, 2.31], [2.34, 2.48, 0.47], [-4.20, -2.97, 2.05], [2.21, 0.56, -2.73], [-0.60, 1.20, -0.74], [-0.19, -0.33, 0.21], [0.39, -0.52, 0.32], [-0.12, 0.21, -0.34], [0.20, -0.50, 0.02], [-0.29, 0.09, 0.10], [0.75, -0.53, 0.39], [0.71, 1.06, -1.23], [1.18, -2.54, -2.18], [-1.36, 1.81, 1.23], [0.01, 0.12, -0.49], [0.06, -0.28, 0.64], [-1.04, -0.18, 1.31]], "lowdin_spin": [0.001, 0.000, 0.000, 0.045, 0.105, 0.550, 0.196, 0.023, 0.003, 0.004, 0.029, 0.033, 0.000, 0.001, 0.000, 0.000, 0.000, 0.000, 0.009], "multiplicity": 2, "e_homo_ev": [-9.5, -9.5], "orbital_gap_ev": [4.657, 4.621], "largest_force_ev_per_a": 5.54, "lumo_ev": [-4.9, -4.9], "total_charge": 1}



Please write out number 1 again, unchanged.
{"formula": "C6H9LiO5Sc", "method": "ωB97M-V/def2-TZVPD", "species": ["O", "C", "C", "O", "Sc", "H", "H", "O", "C", "C", "O", "C", "C", "O", "Li", "H", "H", "H", "H", "H", "H", "H"], "xyz": [[2.4092, 0.8630, -0.6042], [2.6870, 0.0409, 0.3514], [2.5474, -1.3853, -0.1785], [1.3217, -1.5150, -0.7978], [0.6708, 0.2517, -1.4602], [2.8852, -0.0812, 1.4352], [3.4312, -1.6738, -0.7860], [-2.0001, -0.8399, 0.2754], [-1.4789, -0.1979, 1.4291], [-0.3943, 0.6935, 1.2120], [-0.4657, 1.4525, -0.0834], [-1.7866, 1.4179, -0.6172], [-2.0796, -0.0492, -0.9356], [-1.1293, -0.5231, -1.7977], [-0.4362, -2.0912, -0.7486], [-2.2973, 0.2159, 2.0308], [-0.2003, 1.4363, 1.9927], [-1.7774, 2.0011, -1.5467], [-2.4974, 1.8540, 0.0968], [-3.1052, -0.1706, -1.3263], [1.0522, 0.3230, 1.3313], [2.6435, -2.0224, 0.7275]], "atomic_forces_ev_per_a": [[-0.18, 1.77, 0.07], [-1.16, -3.62, -0.24], [1.96, -0.40, 2.48], [-1.55, 0.56, -1.51], [1.74, 0.23, 0.25], [0.73, 2.25, -0.44], [-0.61, 0.25, -0.25], [0.65, -0.14, 0.42], [-0.94, 1.00, -1.13], [2.65, 0.82, 0.98], [0.94, -0.81, 0.11], [-0.89, -0.14, 0.03], [-1.17, 0.50, 0.31], [0.79, -0.30, -0.20], [-0.37, -0.36, 0.21], [0.42, -0.83, 0.56], [-0.72, -0.13, -0.10], [-0.09, -0.07, 0.25], [0.16, -0.06, -0.21], [0.37, -0.06, 0.07], [-2.33, -0.31, -1.14], [-0.39, -0.15, -0.51]], "mulliken_charge": [-0.732, -0.425, -0.139, -0.656, 1.430, 0.526, 0.280, -0.364, -0.470, 0.073, -0.469, -0.550, 0.308, -0.893, 0.882, 0.344, 0.391, 0.297, 0.435, 0.441, 0.012, 0.281], "e_homo_ev": [-10.2, -12.1], "orbital_gap_ev": [5.690, 7.579], "largest_force_ev_per_a": 3.81, "lumo_ev": [-4.5, -4.5], "total_charge": 1}